No. 1
Entry from the Open Molecules 2025 dataset: 8 unconnected molecules or ions with the total composition C32H40F24O16 in a non-equilibrium geometry (ωB97M-V with the def2-TZVPD basis set).

Positions of all 112 atoms, in Å:
C (-1.01, -7.67, -1.16)
C (-0.53, -6.96, 0.13)
O (0.70, -6.29, -0.08)
C (0.69, -5.01, -0.37)
O (-0.27, -4.32, -0.48)
C (2.08, -4.49, -0.77)
F (3.02, -5.42, -0.63)
F (2.06, -4.11, -2.06)
F (2.41, -3.42, -0.05)
H (-0.18, -7.92, -1.82)
H (-1.72, -7.04, -1.69)
H (-1.46, -8.63, -0.90)
H (-0.44, -7.68, 0.94)
H (-1.36, -6.32, 0.43)
C (-4.01, -1.39, 0.06)
C (-3.53, 0.02, 0.29)
O (-4.30, 0.55, 1.39)
C (-3.77, 0.59, 2.58)
O (-2.63, 0.33, 2.84)
C (-4.76, 0.95, 3.71)
F (-4.67, 0.04, 4.68)
F (-4.42, 2.10, 4.29)
F (-6.00, 1.01, 3.27)
H (-5.05, -1.48, -0.25)
H (-3.93, -2.12, 0.88)
H (-3.39, -1.82, -0.74)
H (-3.72, 0.62, -0.60)
H (-2.46, -0.03, 0.46)
C (-0.01, -1.53, 2.43)
C (0.31, -1.09, 1.01)
O (-0.06, 0.28, 0.86)
C (0.16, 0.81, -0.34)
O (0.88, 0.35, -1.17)
C (-0.34, 2.27, -0.39)
F (-1.23, 2.52, 0.59)
F (0.65, 3.13, -0.14)
F (-0.85, 2.50, -1.59)
H (0.32, -2.57, 2.54)
H (-1.05, -1.57, 2.73)
H (0.44, -0.94, 3.23)
H (-0.26, -1.74, 0.34)
H (1.34, -1.28, 0.73)
C (-1.05, -1.74, -3.05)
C (-0.95, -1.90, -4.54)
O (-1.77, -0.91, -5.24)
C (-1.75, -1.04, -6.55)
O (-1.15, -1.85, -7.19)
C (-2.47, 0.16, -7.22)
F (-2.13, 0.27, -8.49)
F (-3.80, 0.03, -7.13)
F (-2.15, 1.29, -6.58)
H (-2.08, -1.92, -2.73)
H (-0.78, -0.79, -2.60)
H (-0.42, -2.50, -2.58)
H (-1.26, -2.89, -4.89)
H (0.05, -1.71, -4.94)
C (-2.04, 5.90, -0.94)
C (-1.59, 7.33, -0.57)
O (-1.06, 7.99, -1.73)
C (-1.70, 8.80, -2.52)
O (-2.87, 9.03, -2.47)
C (-0.73, 9.45, -3.52)
F (0.39, 9.83, -2.92)
F (-0.34, 8.56, -4.45)
F (-1.34, 10.43, -4.14)
H (-2.70, 5.57, -0.14)
H (-1.15, 5.28, -0.98)
H (-2.57, 5.82, -1.89)
H (-0.74, 7.20, 0.10)
H (-2.40, 7.91, -0.16)
C (0.80, 1.67, 5.38)
C (0.63, 2.78, 4.36)
O (1.89, 3.30, 3.93)
C (1.96, 4.42, 3.25)
O (1.03, 5.11, 2.96)
C (3.39, 4.73, 2.75)
F (4.27, 4.21, 3.60)
F (3.54, 4.23, 1.53)
F (3.62, 6.03, 2.70)
H (1.36, 0.77, 5.11)
H (-0.21, 1.45, 5.71)
H (1.38, 2.09, 6.21)
H (0.11, 3.56, 4.92)
H (0.09, 2.38, 3.50)
C (3.09, 3.62, -2.26)
C (2.81, 4.43, -3.54)
O (3.93, 4.32, -4.42)
C (3.83, 3.45, -5.41)
O (2.89, 2.77, -5.69)
C (5.16, 3.21, -6.18)
F (6.14, 3.99, -5.67)
F (5.49, 1.93, -6.19)
F (4.98, 3.62, -7.46)
H (4.12, 3.70, -1.92)
H (2.75, 2.60, -2.43)
H (2.42, 4.04, -1.51)
H (2.78, 5.49, -3.31)
H (1.86, 4.07, -3.94)
C (2.57, -9.14, 6.46)
C (1.08, -8.91, 6.17)
O (0.86, -7.51, 6.11)
C (0.57, -7.00, 4.92)
O (0.25, -7.58, 3.93)
C (0.82, -5.45, 4.92)
F (2.07, -5.25, 4.50)
F (0.02, -4.83, 4.04)
F (0.57, -4.96, 6.13)
H (3.12, -8.68, 5.63)
H (2.83, -10.19, 6.58)
H (2.87, -8.50, 7.29)
H (0.47, -9.36, 6.96)
H (0.69, -9.43, 5.29)

The LUMO energy is 0.24 eV. The value obtained for the energy above the lowest of the compared OMol25 structures with the same formula, charge and spin is 1.476 eV. For the max |F|, the calculation gives 2.2 eV Å⁻¹. The structure (SMILES) is CCOC(=O)C(F)(F)F.CCOC(=O)C(F)(F)F.CCOC(=O)C(F)(F)F.CCOC(=O)C(F)(F)F.CCOC(=O)C(F)(F)F.CCOC(=O)C(F)(F)F.CCOC(=O)C(F)(F)F.CCOC(=O)C(F)(F)F. As for the gap between HOMO and LUMO: 0.4155 Eh. For the HOMO energy, the calculation gives -11.1 eV.

No. 2
Entry from the Open Molecules 2025 dataset: a molecular structure, C35H45N6O2P2PbS2 in a non-equilibrium geometry (ωB97M-V with the def2-TZVPD basis set).

Positions of all 93 atoms, in Å:
Pb (-0.54, 0.51, 0.10)
C (-0.74, -0.49, -5.60)
C (0.00, -0.10, -4.34)
O (0.15, -0.87, -3.43)
N (0.55, 1.14, -4.38)
C (1.29, 1.76, -3.29)
C (0.49, 2.88, -2.67)
C (1.00, 4.16, -2.53)
C (0.21, 5.14, -1.96)
C (-1.08, 4.81, -1.55)
C (-1.50, 3.50, -1.73)
N (-0.74, 2.56, -2.27)
H (-1.45, -1.27, -5.36)
H (-0.02, -0.87, -6.33)
H (-1.27, 0.36, -6.04)
H (0.23, 1.77, -5.10)
H (2.23, 2.15, -3.68)
H (1.50, 0.99, -2.54)
H (2.01, 4.39, -2.87)
H (0.58, 6.15, -1.84)
H (-1.72, 5.54, -1.09)
H (-2.49, 3.18, -1.42)
C (3.64, 2.67, -0.08)
P (2.57, 1.29, 0.53)
C (2.61, 1.61, 2.34)
C (3.88, -0.06, 0.51)
C (3.37, -1.44, 0.96)
P (2.08, -2.11, -0.17)
C (1.74, -3.70, 0.70)
C (3.20, -2.79, -1.48)
H (4.59, 2.72, 0.47)
H (3.10, 3.61, 0.06)
H (3.84, 2.53, -1.14)
H (3.63, 1.52, 2.73)
H (1.96, 0.89, 2.83)
H (2.23, 2.61, 2.53)
H (4.70, 0.25, 1.18)
H (4.27, -0.12, -0.51)
H (2.91, -1.37, 1.95)
H (4.20, -2.15, 1.02)
H (2.65, -4.27, 0.85)
H (1.03, -4.28, 0.10)
H (1.27, -3.48, 1.66)
H (4.03, -3.33, -1.02)
H (3.58, -1.98, -2.11)
H (2.62, -3.46, -2.10)
S (-0.54, -0.67, 2.42)
C (-1.74, -1.98, 2.13)
N (-1.49, -3.01, 2.91)
N (-2.39, -4.05, 2.77)
C (-1.97, -5.33, 2.67)
C (-0.64, -5.70, 2.93)
C (-0.24, -7.02, 2.84)
C (-1.15, -8.02, 2.50)
C (-2.47, -7.67, 2.24)
C (-2.88, -6.35, 2.31)
N (-2.75, -2.00, 1.27)
N (-2.94, -1.14, 0.22)
C (-3.06, -1.72, -1.03)
C (-3.36, -0.97, -2.18)
C (-3.44, -1.59, -3.42)
C (-3.23, -2.95, -3.56)
C (-2.95, -3.70, -2.42)
C (-2.86, -3.11, -1.18)
H (-3.29, -3.81, 2.36)
H (0.05, -4.91, 3.19)
H (0.79, -7.28, 3.04)
H (-0.83, -9.05, 2.44)
H (-3.18, -8.44, 1.97)
H (-3.90, -6.08, 2.09)
H (-3.52, 0.09, -2.10)
H (-3.69, -0.99, -4.29)
H (-3.29, -3.43, -4.53)
H (-2.80, -4.78, -2.51)
H (-2.63, -3.70, -0.30)
S (-3.17, 0.59, 0.40)
C (-1.59, 2.79, 2.83)
C (-0.52, 3.41, 1.99)
O (0.00, 2.78, 1.07)
C (-0.07, 4.78, 2.27)
C (0.83, 5.40, 1.40)
C (1.25, 6.70, 1.61)
C (0.80, 7.41, 2.72)
C (-0.08, 6.80, 3.61)
C (-0.51, 5.50, 3.39)
H (-2.09, 2.00, 2.25)
H (-2.33, 3.52, 3.16)
H (-1.15, 2.31, 3.71)
H (1.16, 4.84, 0.54)
H (1.95, 7.17, 0.93)
H (1.12, 8.43, 2.88)
H (-0.43, 7.34, 4.47)
H (-1.18, 5.05, 4.11)

The LUMO energy is 1.28 eV. For the max |F|, the calculation gives 1.5 eV Å⁻¹. As for the gap between HOMO and LUMO: 0.1350 Eh. For the HOMO energy, the calculation gives -2.4 eV. Its net charge is -1.

No. 3
Entry from the Open Molecules 2025 dataset: 2 unconnected molecules or ions with the total composition C5H10O3 in a non-equilibrium geometry (ωB97M-V with the def2-TZVPD basis set).

Positions of all 18 atoms, in Å:
C (-1.45, -0.59, -0.30)
C (-1.93, -0.86, 1.12)
O (-2.47, -0.53, -1.21)
O (-0.47, -1.48, -0.71)
H (-2.44, -1.33, -1.76)
H (0.38, -1.14, -0.32)
H (-0.83, 0.52, -0.25)
H (-1.11, -0.70, 1.81)
H (-2.28, -1.89, 1.20)
H (-2.75, -0.19, 1.36)
C (2.72, 0.15, -0.03)
O (1.36, 0.25, 0.37)
C (0.71, 1.37, -0.02)
C (0.61, 2.55, -0.32)
H (3.32, 0.94, 0.44)
H (3.07, -0.82, 0.32)
H (2.82, 0.20, -1.12)
H (0.74, 3.56, -0.58)

The LUMO energy is 0.76 eV. The value obtained for the energy above the lowest of the compared OMol25 structures with the same formula, charge and spin is 4.848 eV. For the max |F|, the calculation gives 4.2 eV Å⁻¹. The structure (SMILES) is CC(O)O.C#COC. As for the gap between HOMO and LUMO: 0.3501 Eh. For the HOMO energy, the calculation gives -8.8 eV.